DFT (ωB97M-V/def2-TZVPD) results for 13 unconnected molecules or ions with the total composition C22H71NO13.

E, Eh: -1913.52700
Orbital gap, eV: 10.09
Energy above the lowest of the compared OMol25 structures with the same formula, charge and spin, kJ/mol: 0.0
LUMO level, eV: 0.37
Maximum force, eV Å⁻¹: 1.3

Atoms and positions in Å:
1 C 2.54645 0.57258 3.57781
2 O 1.61986 1.61543 3.38556
3 H 3.51759 0.93656 3.93218
4 H 2.18034 -0.08957 4.37803
5 H 2.69224 -0.04200 2.68503
6 H 1.40113 1.69834 2.44412
7 C 3.09497 3.20084 -1.14604
8 O 4.15246 4.03697 -1.57157
9 H 3.27311 2.76402 -0.15821
10 H 2.15014 3.75195 -1.06969
11 H 2.98309 2.39384 -1.86655
12 H 4.41475 4.59605 -0.83673
13 C 3.37392 -2.79212 -2.24341
14 O 3.49598 -1.38702 -2.41720
15 H 2.82467 -3.01163 -1.31723
16 H 2.85600 -3.23271 -3.08662
17 H 4.34589 -3.27903 -2.09115
18 H 4.07646 -1.09500 -1.69638
19 C 1.47188 0.57756 -4.77146
20 O 2.07632 -0.70227 -4.86769
21 H 1.09026 0.76443 -3.75829
22 H 2.19163 1.36362 -5.02387
23 H 0.63048 0.61421 -5.45874
24 H 2.75498 -0.76040 -4.18295
25 C -2.87178 -3.25238 0.04464
26 O -2.42597 -2.00456 0.53927
27 H -2.22786 -3.59163 -0.77386
28 H -2.77847 -4.04834 0.79297
29 H -3.90301 -3.19878 -0.29789
30 H -1.86351 -2.16506 1.31122
31 C 5.14436 0.53906 0.36499
32 O 5.22058 -0.75163 -0.25299
33 H 5.79781 0.59299 1.23820
34 H 5.35614 1.28214 -0.39238
35 H 4.13289 0.70466 0.76294
36 H 4.97164 -1.41361 0.40184
37 C 1.13891 -0.54191 -0.29687
38 C 0.18268 0.34382 0.46938
39 O 0.89203 1.59367 0.71050
40 H 1.34546 -0.00970 -1.22892
41 H 0.72611 -1.52726 -0.51054
42 H 2.11911 -0.61437 0.18096
43 H -0.06282 -0.04812 1.45896
44 H -0.69917 0.55333 -0.12987
45 H 0.57945 2.18888 0.01722
46 C -1.14690 3.09765 -3.99378
47 C -0.11686 3.41763 -2.91701
48 O -0.47177 2.75344 -1.68417
49 H -1.25906 2.02242 -4.10724
50 H -0.84107 3.54033 -4.94622
51 H -2.10284 3.56282 -3.74370
52 H -0.02831 4.49597 -2.77639
53 H 0.85629 3.02511 -3.22142
54 H -0.67623 3.45186 -1.04629
55 C -3.03103 4.79726 0.13330
56 C -1.96939 4.10012 0.98223
57 O -0.63889 4.48207 0.53957
58 H -2.94187 4.48352 -0.90911
59 H -2.91561 5.87976 0.18841
60 H -4.03739 4.53164 0.46332
61 H -2.06760 3.02454 0.86580
62 H -2.08066 4.41465 2.01930
63 H -0.39870 5.26721 1.03785
64 C -0.52366 -3.02699 -3.00430
65 C -0.95780 -4.31853 -3.68676
66 O -1.45679 -5.28236 -2.75203
67 H -0.29287 -2.26116 -3.74568
68 H 0.30174 -3.15576 -2.31111
69 H -1.35678 -2.61042 -2.42207
70 H -0.07425 -4.79459 -4.11739
71 H -1.67152 -4.07753 -4.47573
72 H -2.41310 -5.20948 -2.69966
73 C -2.77029 1.04341 3.08170
74 C -1.72163 1.23493 4.14976
75 O -2.34090 1.14360 5.43812
76 H -3.62302 1.68762 3.30553
77 H -3.10322 0.01244 2.97775
78 H -2.37506 1.32797 2.10332
79 H -1.17999 2.17592 4.01253
80 H -0.95098 0.45166 4.07488
81 H -1.67982 1.38194 6.09412
82 C -4.12744 1.54274 -2.12142
83 C -3.42716 0.76819 -1.01892
84 O -4.37234 -0.12579 -0.45175
85 H -3.45530 2.25843 -2.59977
86 H -4.99021 2.08017 -1.73098
87 H -4.46319 0.84968 -2.89593
88 H -3.09435 1.48330 -0.25068
89 H -2.55840 0.23015 -1.40589
90 H -3.89674 -0.77941 0.07669
91 C 0.89402 -3.89180 1.51168
92 C 1.11927 -2.78073 2.53279
93 C 0.04823 -2.82709 3.59551
94 O -1.21253 -2.58948 3.02694
95 C -2.24902 -2.48121 3.97879
96 N 2.45548 -2.99509 3.13540
97 H -0.09564 -3.80526 1.05843
98 H 0.92819 -4.86146 2.01742
99 H 1.66569 -3.86726 0.75051
100 H 1.11416 -1.81709 2.02567
101 H 0.25972 -2.06226 4.36137
102 H 0.06145 -3.81300 4.08717
103 H -3.20505 -2.32029 3.48723
104 H -2.05946 -1.66427 4.68329
105 H -2.33769 -3.42235 4.54073
106 H 2.48746 -3.93511 3.52034
107 H 2.57952 -2.37022 3.92919

Mulliken population analysis, charges in e, atoms 1 to 99:
1. C -0.29
2. O -0.58
3. H 0.35
4. H 0.21
5. H -0.13
6. H 0.31
7. C -0.18
8. O -0.60
9. H 0.09
10. H 0.28
11. H 0.06
12. H 0.31
13. C -0.07
14. O -0.37
15. H -0.27
16. H 0.24
17. H 0.31
18. H 0.31
19. C -0.17
20. O -0.58
21. H -0.27
22. H 0.39
23. H 0.33
24. H 0.33
25. C -0.86
26. O 0.33
27. H 0.17
28. H 0.31
29. H 0.34
30. H 0.03
31. C -0.27
32. O -0.58
33. H 0.37
34. H 0.29
35. H -0.15
36. H 0.28
37. C -0.57
38. C 2.55
39. O 0.08
40. H 0.14
41. H 0.04
42. H -0.10
43. H -0.65
44. H -0.91
45. H -0.12
46. C -1.42
47. C -0.08
48. O 0.11
49. H 0.27
50. H 0.40
51. H 0.39
52. H 0.41
53. H 0.15
54. H -0.33
55. C -1.08
56. C 0.64
57. O -0.61
58. H 0.08
59. H 0.37
60. H 0.36
61. H -0.68
62. H 0.58
63. H 0.32
64. C 0.13
65. C -0.67
66. O -0.52
67. H 0.36
68. H -0.05
69. H -0.16
70. H 0.27
71. H 0.35
72. H 0.29
73. C -0.29
74. C -0.07
75. O -0.61
76. H 0.49
77. H 0.00
78. H -0.34
79. H 0.45
80. H -0.06
81. H 0.33
82. C -1.28
83. C 1.38
84. O -0.65
85. H 0.05
86. H 0.37
87. H 0.40
88. H -0.41
89. H -0.15
90. H 0.33
91. C -1.70
92. C 2.65
93. C -1.18
94. O -0.35
95. C -1.03
96. N -0.69
97. H 0.17
98. H 0.47
99. H 0.40